The following is a quantum chemistry calculation of C15H17FeN2O3 as an isolated structure, from OMol25.

As for the energy above the lowest of the compared OMol25 structures with the same formula, charge and spin: 9.6 kJ/mol. The value obtained for the molar mass is 329.16 u. Its LUMO energy (spin up / spin down) is -4.9 / -7.4 eV. The value obtained for the HOMO energy (spin up / spin down) is -9.42 / -12.09 eV. The calculated total energy comes out at -59326.788 eV.

Geometry as ORCA input:
```
! RIJCOSX wB97M-V def2-TZVPD def2/J DEFGRID3
* xyz 1 5
C 4.60013 -1.32644 -0.31595
C 5.38444 -0.54952 0.73846
C 4.40896 0.39331 1.43849
N 3.07915 0.20058 0.78555
N 2.00761 0.75609 1.21365
C 0.85272 0.85428 0.23798
C 3.16429 -0.80001 -0.32418
H 5.03424 -1.20058 -1.30841
H 4.59717 -2.39750 -0.10707
H 5.85647 -1.23159 1.44409
H 6.18812 0.01222 0.26386
H 4.33214 0.18083 2.51350
H 4.73269 1.44068 1.32721
H 1.20695 1.37373 -0.68182
H 0.59684 -0.17312 -0.14005
H 2.91420 -0.30958 -1.29247
H 2.41096 -1.60157 -0.16911
O -6.59822 -2.32912 -2.39598
C -5.87063 -1.63113 -1.81941
Fe -4.48217 -0.82506 -1.05502
C -4.08678 -2.14618 0.04511
O -3.62083 -2.97740 0.73270
C -3.29899 -1.70060 -2.01799
O -2.40865 -2.26141 -2.52729
C -0.42400 1.52807 0.73209
C -1.11135 2.16593 -0.45987
C -2.21166 1.85518 -1.20581
C -3.47642 1.29216 -0.86540
C -3.71290 0.63871 0.35059
C -2.69309 0.36668 1.34047
C -1.36537 0.62802 1.48345
H -0.21864 2.39770 1.39113
H -0.52937 3.04054 -0.80758
H -2.16642 2.23747 -2.22342
H -4.30502 1.52394 -1.57891
H -4.75455 0.57078 0.72002
H -3.13358 -0.18969 2.16562
H -0.89844 0.19359 2.37175
*
```

Results of the Mulliken charge analysis, in e, for atoms 1 through 5: -0.5168, -0.4680, -0.5775, 0.7823, -0.9091



The following is a quantum chemistry calculation of one molecule with the formula C15H17N3O2, from OMol25.

As for the energy above the lowest of the compared OMol25 structures with the same formula, charge and spin: 202.1 kJ/mol. The value obtained for the molar mass is 271.32 u. Its LUMO energy is 0.3 eV. The value obtained for the HOMO energy is -8.51 eV. The calculated total energy comes out at -24394.901 eV. As for the structure (SMILES): CN1CCN(C(=O)c2cc(-c3ccccc3)on2)CC1.

Geometry as ORCA input:
```
! RIJCOSX wB97M-V def2-TZVPD def2/J DEFGRID3
* xyz 0 1
C -5.69855 -1.66862 0.71122
N -5.14202 -0.64568 -0.14488
C -4.77884 0.54424 0.61499
C -3.72912 1.36039 -0.12290
N -2.49878 0.59482 -0.21607
C -1.33038 1.23716 -0.02000
O -1.27370 2.44734 0.14774
C -0.07592 0.44516 -0.01198
C 1.21040 1.03750 -0.05012
C 2.07333 -0.02785 0.02017
C 3.52043 -0.11562 0.02413
C 4.14605 -1.36039 0.10349
C 5.52477 -1.44487 0.10848
C 6.29378 -0.29459 0.03448
C 5.67811 0.94467 -0.04447
C 4.30002 1.03896 -0.04985
O 1.34471 -1.16033 0.09900
N 0.03022 -0.86141 0.07937
C -2.66374 -0.83161 -0.40068
C -4.05019 -1.10437 -0.98973
H -6.55490 -1.25008 1.23887
H -4.98461 -2.04976 1.45830
H -6.04477 -2.49946 0.09889
H -5.68111 1.14624 0.76241
H -4.38077 0.28068 1.60988
H -3.50169 2.28348 0.41524
H -4.09110 1.62569 -1.12193
H 1.41565 2.08345 -0.11738
H 3.54042 -2.25184 0.16110
H 6.00252 -2.41135 0.17015
H 7.37136 -0.36310 0.03896
H 6.27655 1.84168 -0.10165
H 3.82336 2.00455 -0.11070
H -2.54981 -1.35283 0.55756
H -1.89030 -1.21094 -1.07054
H -4.12938 -0.59566 -1.95703
H -4.16085 -2.17464 -1.16829
*
```

Results of the Mulliken charge analysis, in e, for atoms 1 through 5: -1.0214, -0.0053, -0.6293, -0.9151, 0.1490



The following is a quantum chemistry calculation of C15H17N6O2SV as an isolated structure, from OMol25.

The value obtained for the molar mass is 396.35 u. Its LUMO energy (spin up / spin down) is -13.0 / -13.1 eV. The value obtained for the HOMO energy (spin up / spin down) is -18.61 / -18.58 eV. The calculated total energy comes out at -65357.744 eV.

Geometry as ORCA input:
```
! RIJCOSX wB97M-V def2-TZVPD def2/J DEFGRID3
* xyz 3 2
V -1.49543 -0.03990 0.00042
N -2.51945 -2.63542 3.13786
C -1.92872 -1.90181 2.19289
S -2.96031 -0.44033 1.63416
N -0.74544 -2.19706 1.72611
N -0.33157 -1.38549 0.72466
C 0.98637 -1.04050 0.79134
C 1.96209 -1.61314 1.61974
C 1.85306 -2.96141 2.01542
C 2.94954 -3.62229 2.54568
C 4.17044 -2.95630 2.73992
C 4.20951 -1.59058 2.58889
C 3.08276 -0.88001 2.12063
C 1.36212 0.12337 -0.04701
C 2.60215 0.48229 -0.56873
C 2.71210 1.52099 -1.50881
C 1.62686 2.37989 -1.67143
C 0.44926 2.00763 -1.09277
N 0.28764 0.85976 -0.42364
H -3.49187 -2.55391 3.25362
H -2.16525 -3.57170 3.37224
H 0.99271 -3.52510 1.73079
H 2.87004 -4.69340 2.81273
H 5.08902 -3.51205 3.02824
H 5.07084 -0.99528 2.75974
H 3.14681 0.18311 2.03524
H 3.52982 0.02464 -0.19202
H 3.64492 1.66294 -2.04833
H 1.56064 3.28758 -2.25120
H -0.38508 2.67165 -1.23875
C -4.10110 4.20974 -2.99269
O -4.11941 2.76909 -3.16696
C -3.06972 2.23890 -2.49577
O -2.21244 2.87710 -1.90941
N -3.18327 0.85412 -2.47440
N -2.17059 0.02058 -2.03068
H -4.73182 4.73690 -3.72184
H -3.03956 4.53429 -3.05447
H -4.40811 4.38654 -1.98923
H -3.72305 0.60376 -3.30076
H -1.24848 0.51258 -2.07929
H -2.12802 -0.83175 -2.57212
*
```

Results of the Mulliken charge analysis, in e, for atoms 1 through 5: 0.8212, -0.3356, 0.5512, -0.2157, -0.6610



The following is a quantum chemistry calculation of one molecule with the formula C15H17NO3S, from OMol25.

As for the energy above the lowest of the compared OMol25 structures with the same formula, charge and spin: 57.2 kJ/mol. The value obtained for the molar mass is 291.37 u. Its LUMO energy is 0.6 eV. The value obtained for the HOMO energy is -8.62 eV. The calculated total energy comes out at -34298.361 eV. As for the structure (SMILES): COc1ccccc1NS(=O)(=O)c1cc(C)ccc1C.

Geometry as ORCA input:
```
! RIJCOSX wB97M-V def2-TZVPD def2/J DEFGRID3
* xyz 0 1
C -2.51972 0.78787 -2.08226
O -2.21585 0.59332 -0.72226
C -1.27158 1.40713 -0.14693
C -0.59061 2.42049 -0.80088
C 0.36671 3.16351 -0.12587
C 0.64414 2.90646 1.20252
C -0.03918 1.90275 1.86882
C -0.99459 1.14974 1.20706
N -1.65065 0.10742 1.87714
S -0.64818 -1.16162 2.36947
O 0.22902 -0.67418 3.38840
O -1.51678 -2.25317 2.69973
C 0.30248 -1.43963 0.87132
C 1.54644 -0.84216 0.84783
C 2.31292 -0.83784 -0.31032
C 3.64402 -0.15434 -0.33217
C 1.78935 -1.46118 -1.43600
C 0.54595 -2.06586 -1.40119
C -0.23565 -2.05894 -0.24925
C -1.59945 -2.67058 -0.25282
H -1.64055 0.62340 -2.71335
H -3.28120 0.04780 -2.32468
H -2.92092 1.78912 -2.26534
H -0.78532 2.63359 -1.83995
H 0.89328 3.94511 -0.65238
H 1.38925 3.48621 1.72480
H 0.16547 1.67130 2.90098
H -2.43814 -0.25407 1.35720
H 1.90349 -0.37838 1.75346
H 3.50697 0.92305 -0.24415
H 4.17599 -0.36270 -1.25677
H 4.25320 -0.48103 0.50786
H 2.36068 -1.47409 -2.35325
H 0.16243 -2.54689 -2.28969
H -1.85379 -3.04914 0.73262
H -1.65311 -3.47682 -0.98116
H -2.33651 -1.91565 -0.52856
*
```

Results of the Mulliken charge analysis, in e, for atoms 1 through 5: -1.0552, -0.3656, 1.0544, -0.6106, -0.7130



The following is a quantum chemistry calculation of one molecule with the formula C15H17NO4S2, from OMol25.

As for the energy above the lowest of the compared OMol25 structures with the same formula, charge and spin: 86.8 kJ/mol. The value obtained for the molar mass is 339.44 u. Its LUMO energy is 0.5 eV. The value obtained for the HOMO energy is -8.60 eV. The calculated total energy comes out at -47181.046 eV. As for the structure (SMILES): COc1cccc(CNC(=O)CCS(=O)(=O)c2cccs2)c1.

Geometry as ORCA input:
```
! RIJCOSX wB97M-V def2-TZVPD def2/J DEFGRID3
* xyz 0 1
C -2.74952 -0.06818 2.71137
O -3.31115 -0.47755 1.48554
C -2.86942 0.11456 0.34189
C -3.49901 -0.28865 -0.83758
C -3.10299 0.23801 -2.04793
C -2.08353 1.17605 -2.10674
C -1.47046 1.59904 -0.93954
C -0.39630 2.65724 -0.95639
N 0.90403 2.16353 -0.54435
C 1.32922 2.24145 0.72663
O 0.65796 2.67322 1.64397
C 2.76554 1.75909 0.93311
C 2.82953 0.26361 1.17428
S 2.56062 -0.68132 -0.36886
O 2.66160 0.19660 -1.51126
O 3.43589 -1.81909 -0.34034
C 0.89721 -1.30817 -0.33036
C 0.11026 -1.56887 -1.40928
C -1.06264 -2.27234 -1.06153
C -1.13636 -2.53708 0.26865
S 0.22550 -1.93492 1.12413
C -1.85899 1.06391 0.28357
H -2.90925 0.99906 2.88941
H -3.26652 -0.64377 3.47758
H -1.67755 -0.28614 2.75527
H -4.29384 -1.01470 -0.77318
H -3.59404 -0.08009 -2.95558
H -1.78058 1.58843 -3.05743
H -0.66624 3.44911 -0.24976
H -0.29909 3.08348 -1.95723
H 1.47002 1.65927 -1.21796
H 3.15974 2.28106 1.80763
H 3.37173 2.00719 0.06115
H 3.81585 -0.05003 1.50986
H 2.08127 -0.07049 1.88948
H 0.37192 -1.26335 -2.40495
H -1.81235 -2.56706 -1.77152
H -1.91758 -3.03713 0.80520
H -1.36747 1.41823 1.17518
*
```

Results of the Mulliken charge analysis, in e, for atoms 1 through 5: -0.7346, -0.4614, 0.7156, -0.6629, -0.3999



The following is a quantum chemistry calculation of C15H17NO6Pt as an isolated structure, from OMol25.

As for the energy above the lowest of the compared OMol25 structures with the same formula, charge and spin: 38.5 kJ/mol. The value obtained for the molar mass is 502.38 u. Its LUMO energy is -2.3 eV. The value obtained for the HOMO energy is -8.11 eV. The calculated total energy comes out at -32851.345 eV.

Geometry as ORCA input:
```
! RIJCOSX wB97M-V def2-TZVPD def2/J DEFGRID3
* xyz 0 1
Pt 0.11028 0.24474 0.65595
O -0.61912 -2.11037 -2.57193
C -0.54376 -2.37524 -1.28601
O -1.48964 -2.52950 -0.54963
C 0.84701 -2.45982 -0.72368
C 1.71768 -3.47317 -1.05973
C 2.92822 -3.58334 -0.34295
C 3.19153 -2.71415 0.67365
C 2.26372 -1.68050 0.97011
N 1.10988 -1.55325 0.21696
C 2.35992 -0.72911 2.00000
O 3.38597 -0.69232 2.87654
O 1.45123 0.16153 2.16202
H -1.52012 -1.76232 -2.79233
H 1.46454 -4.17902 -1.83067
H 3.61812 -4.37590 -0.58273
H 4.09781 -2.80627 1.25532
H 4.01706 -1.39866 2.69244
C -2.72268 4.46290 2.24870
C -1.19102 4.36766 2.26279
C -0.66037 4.44713 3.70267
C -0.58299 5.49029 1.41474
C -0.78332 3.06977 1.74348
C -0.47060 1.97216 1.33207
H -3.03477 5.41157 2.68030
H -3.16558 3.65123 2.82211
H -3.10027 4.40457 1.22955
H -0.96090 5.38501 4.16280
H 0.42459 4.38964 3.70467
H -1.04771 3.62124 4.29262
H -0.85673 6.45911 1.82864
H -0.94667 5.43343 0.39150
H 0.50135 5.41261 1.40211
C -3.02488 -0.08401 0.25815
C -2.23372 -0.10864 -1.03278
O -2.71688 -0.47284 -2.09051
O -0.98813 0.26377 -0.95645
H -4.07440 -0.27440 0.05633
H -2.88872 0.87070 0.76708
H -2.62600 -0.88277 0.89027
*
```

Results of the Mulliken charge analysis, in e, for atoms 1 through 5: 0.2313, -0.4793, -0.0360, -0.4982, 0.7315